{
  "formula": "C30H55CoN4OP2S",
  "method": "ωB97M-V/def2-TZVPD",
  "elements": ["C", "H", "H", "H", "C", "C", "N", "H", "H", "H", "H", "P", "H", "H", "H", "N", "C", "H", "H", "C", "H", "H", "H", "H", "H", "C", "C", "O", "C", "H", "C", "H", "C", "C", "C", "C", "H", "C", "H", "C", "C", "H", "C", "H", "C", "C", "H", "H", "C", "H", "H", "S", "H", "H", "H", "C", "H", "N", "H", "H", "C", "H", "H", "C", "H", "N", "Co", "H", "P", "C", "H", "H", "H", "H", "H", "H", "H", "H", "C", "C", "C", "C", "C", "H", "H", "H", "C", "H", "H", "H", "H", "H", "H", "H"],
  "coordinates": [[-1.0001, -0.0444, 2.0422], [-1.9792, -1.0904, -4.9834], [0.9527, -5.4190, 2.0731], [0.9876, 3.3447, 2.3604], [2.2891, -2.3051, 0.2148], [1.5622, -2.3078, 3.4114], [1.4828, -0.2527, -0.8363], [3.6269, 3.1962, 0.4293], [-2.8562, 4.2596, -1.5608], [4.1806, -2.0054, -1.7400], [2.4400, -4.4956, 1.7271], [0.5446, -2.3732, 0.8406], [1.6536, -2.7766, 4.4073], [2.5767, -2.1213, 3.0375], [1.0509, -1.3430, 3.5367], [0.9024, 0.9187, 5.4961], [-1.5194, -0.9690, -3.9964], [0.9620, -5.2350, -0.2059], [-3.6916, 3.0006, 0.3618], [-0.3653, -3.4902, -0.3869], [-0.2432, 1.3119, -4.5129], [1.1669, 5.4325, -0.5110], [-1.8149, 1.3235, -5.3352], [-3.8754, -0.4315, -3.3465], [-2.1614, -2.2902, -0.7857], [-1.8773, 0.3908, -3.4111], [1.4861, 3.3782, 0.2211], [-2.0319, -0.5660, 2.4048], [0.0753, -3.1555, -1.8236], [-2.5980, 2.2302, 1.5429], [3.3953, -1.2594, -1.8297], [-0.4297, -1.0630, -4.1138], [-0.6111, -3.5326, 3.0964], [-1.4975, 4.5560, 0.6917], [2.7812, 2.5484, 0.1496], [3.3105, -0.3827, -2.9064], [-0.5597, -5.3739, 0.7441], [-3.3930, 0.5450, -3.2300], [1.9466, -4.8212, 3.3965], [2.4073, -1.2312, -0.8517], [1.5705, -4.5742, 2.3916], [-2.2022, 2.7196, -2.1527], [-1.3211, 1.4459, -4.3610], [2.7594, 1.7040, 0.8536], [1.4999, 4.4572, -0.8899], [-0.0817, 0.5369, 4.6807], [-0.0696, -2.0887, -2.0492], [0.2758, 2.3764, -2.5457], [0.3161, 1.6167, -1.7534], [2.4642, 4.2329, 1.9571], [-1.1978, -2.6104, 3.2139], [-0.0470, 1.1673, 3.0273], [-1.1361, -0.4805, 6.1029], [2.9757, 2.1692, -0.8594], [1.6666, 1.4830, 5.1266], [1.4373, 4.0237, 1.6234], [2.9593, -2.0691, 1.0574], [-1.4034, -0.1824, -0.9527], [-1.1959, -4.2369, 2.4908], [-1.1677, 4.1824, -2.0796], [1.3964, 0.6330, -1.8771], [-3.6548, 0.9200, -2.2304], [-2.1569, -3.0166, 0.8260], [-1.9596, 3.6173, -1.5706], [-1.8781, -1.7792, -3.3483], [-1.0930, -0.2041, 5.1289], [-0.0477, -0.1655, 0.4243], [-0.4755, -3.9859, 4.0922], [0.0005, 2.2174, -0.0341], [-1.8752, -3.1904, -0.2227], [0.9472, 0.6029, 6.4564], [-3.8120, 1.2327, -3.9706], [-1.2610, 4.3584, 1.7453], [0.8896, 4.9710, 1.6358], [-0.5834, -5.5363, -1.0153], [-1.5137, 2.4669, -4.0210], [2.6087, -3.2863, -0.1729], [-0.7648, 5.2550, 0.2699], [-1.2653, 0.4224, -2.0022], [-2.7560, 2.4288, 0.4740], [0.7760, -3.2563, 2.4913], [2.2898, 0.5603, -2.9466], [-0.1096, -4.9919, -0.1809], [4.0277, -0.4341, -3.7158], [-2.4771, 5.0614, 0.6622], [0.8990, 4.2135, -1.7740], [-1.6053, 3.2601, -0.1230], [-1.8591, -0.4627, 4.4982], [2.1618, 1.2525, -3.7784], [2.5329, 4.5853, -1.2464], [-2.4647, -4.0435, -0.5979], [1.1288, -3.4136, -2.0048], [-0.5411, -3.7338, -2.5334], [-2.8832, 1.4678, -0.0378]],
  "forces_ev_per_angstrom": [[-2.894, -1.138, -0.156], [0.041, 0.071, 0.112], [0.227, 0.294, 0.049], [0.192, 0.369, -0.182], [0.222, -0.058, -0.040], [-0.136, 0.077, 0.188], [0.627, 0.096, -1.070], [-0.248, -0.148, -0.097], [0.217, -0.192, -0.010], [-0.138, 0.103, -0.231], [-0.174, -0.052, 0.172], [0.607, -1.343, -0.365], [-0.021, 0.156, -0.335], [-0.213, -0.013, 0.164], [0.206, -0.285, -0.119], [0.213, -0.168, -0.159], [0.030, -0.539, -0.033], [-0.278, 0.014, 0.069], [0.250, -0.138, 0.096], [-0.055, -0.325, 0.085], [-0.200, 0.064, 0.018], [0.066, -0.266, -0.142], [0.138, 0.027, 0.222], [-0.057, 0.214, 0.050], [0.122, -0.326, 0.293], [0.295, 0.277, 0.549], [-0.461, 0.203, -0.178], [1.087, 0.630, 0.736], [0.026, 0.347, 0.005], [-0.050, 0.071, -0.222], [-0.227, -0.488, 0.424], [-0.250, -0.041, 0.025], [-0.004, -0.003, 0.268], [-0.089, 0.120, 0.035], [0.017, -0.088, -0.014], [-0.385, 0.498, -0.015], [0.171, 0.103, -0.267], [-0.502, -0.115, 0.111], [-0.047, 0.046, -0.231], [0.269, 0.149, -0.234], [0.060, -0.103, 0.277], [0.089, 0.367, 0.214], [0.035, 0.194, -0.172], [0.023, 0.131, -0.155], [0.515, 0.284, -0.036], [-0.773, 0.871, -0.340], [0.091, -0.401, 0.094], [0.372, -0.285, 0.366], [-1.022, -0.342, -1.107], [-0.235, 0.019, -0.067], [0.164, -0.319, -0.068], [0.870, 0.491, 2.537], [-0.018, -0.052, -0.277], [-0.018, 0.041, 0.262], [-0.440, -0.339, 0.230], [0.133, 0.022, 0.176], [-0.239, -0.040, -0.240], [-0.638, 0.122, -1.589], [0.172, 0.198, 0.149], [-0.185, -0.176, 0.111], [-0.376, 0.385, 0.882], [0.052, -0.091, -0.335], [0.022, -0.092, -0.273], [-0.245, 0.107, -0.088], [0.088, 0.197, -0.188], [0.224, 0.140, -0.173], [-0.189, -0.371, -0.318], [-0.058, 0.098, -0.241], [0.259, 0.589, -0.676], [-0.167, -0.029, -0.116], [0.070, 0.087, -0.162], [0.028, -0.137, 0.046], [-0.035, 0.085, -0.246], [0.114, -0.301, 0.031], [0.122, 0.180, 0.244], [0.074, -0.138, -0.092], [-0.013, 0.408, -0.002], [-0.200, -0.214, 0.172], [1.648, 0.501, 1.114], [-0.062, -0.070, -0.061], [-0.140, -0.172, -0.233], [0.158, -0.296, -0.264], [-0.086, -0.139, -0.156], [0.034, 0.007, 0.054], [0.254, -0.191, 0.016], [0.182, 0.005, 0.301], [0.153, -0.124, -0.097], [0.425, 0.185, 0.103], [0.182, -0.193, 0.190], [-0.236, 0.099, 0.056], [0.205, 0.220, 0.106], [-0.259, 0.005, 0.023], [0.183, 0.165, 0.283], [0.040, 0.211, 0.167]],
  "charge": 1,
  "homo_ev": [-8.735, -9.576],
  "multiplicity": 4,
  "gap_ev": [6.434, 6.853],
  "s2": 3.78,
  "relative_energy_ev": 0.000
}

{
  "formula": "C32H69ClN4O8",
  "method": "ωB97M-V/def2-TZVPD",
  "elements": ["H", "C", "C", "H", "H", "C", "C", "C", "H", "O", "H", "H", "H", "O", "C", "H", "H", "H", "C", "C", "C", "H", "C", "N", "H", "C", "H", "H", "H", "C", "H", "H", "C", "C", "H", "C", "O", "H", "C", "H", "C", "O", "H", "C", "H", "H", "C", "H", "H", "H", "H", "H", "C", "H", "H", "H", "H", "H", "H", "C", "O", "N", "H", "H", "H", "N", "H", "H", "C", "H", "O", "H", "H", "C", "H", "H", "H", "H", "H", "O", "O", "H", "H", "C", "C", "H", "C", "H", "C", "C", "H", "H", "C", "H", "H", "H", "H", "N", "H", "H", "C", "H", "H", "C", "H", "C", "H", "H", "H", "H", "H", "Cl", "H", "H"],
  "coordinates": [[-7.5353, -0.9279, 4.3343], [1.3922, 3.8720, 4.3387], [-0.0028, 6.3713, -1.1299], [1.2832, 1.2128, -0.6211], [0.9342, 6.3666, -3.0972], [-1.6332, 1.4680, 1.0011], [0.2589, -1.0148, -2.1290], [0.2242, -2.0328, 2.8386], [1.3191, -1.0280, -0.2674], [-4.4162, -1.1922, 2.9978], [5.2320, -5.4941, -6.1895], [4.5236, 5.6603, -0.8106], [1.3627, -0.1005, 1.7035], [-7.1937, 1.2680, 5.6827], [0.4527, 0.3859, 2.0269], [6.4633, -7.0419, -6.7682], [-0.5141, -2.9805, -2.6975], [-1.2830, -0.9682, 1.7573], [0.3584, -0.6890, -0.6361], [-0.9297, -4.0888, 1.5727], [6.6498, -6.0767, -4.1402], [-4.6448, 0.4594, 4.2359], [-0.4255, -3.1591, 2.1843], [-2.3726, 0.5035, 0.1651], [-8.7588, 1.8592, 4.4342], [-0.7256, 4.5969, 1.7602], [-9.0717, 0.5269, 5.5487], [0.9697, -0.3997, -2.6775], [3.9395, -7.0770, -6.5619], [3.3629, 5.9301, -2.5925], [0.2119, -2.2592, 3.8987], [0.7299, -3.0073, -1.4835], [1.1899, 6.6275, -2.0702], [-0.5260, -0.7231, 2.4831], [6.8507, -8.6573, -6.1682], [0.4155, -2.5079, -2.3997], [0.3283, 5.4573, -0.1241], [5.6912, -4.2451, -3.5956], [-7.9977, -0.0772, 3.8186], [-6.0446, 2.5523, 4.5063], [5.4724, -5.1233, -4.2106], [6.3428, -7.3444, -4.7077], [1.6324, 4.8503, 4.7459], [-5.6630, -1.6314, 2.4878], [-1.7347, 4.4258, 2.1259], [3.3348, 3.2667, 5.0214], [-8.3245, 0.9583, 4.8772], [-6.1889, -2.2376, 3.2344], [8.0166, -7.3410, -5.9416], [-1.9821, 1.3688, 2.0300], [-5.4097, -2.3150, 1.6733], [1.2490, -2.0480, 2.4846], [-4.4579, -0.6167, 4.2905], [1.9093, -2.0206, -3.5537], [2.3721, -7.8534, -6.3822], [-0.3440, 1.3062, -1.2019], [5.1664, 6.9065, -1.8940], [7.5440, -5.6410, -4.5960], [-1.8929, 2.4647, 0.6709], [1.4861, 3.9815, 2.7910], [2.3094, -5.8249, -6.2735], [-7.1300, 0.4669, 2.7805], [3.8653, -3.7423, -6.8230], [-0.9924, -0.3840, 3.4011], [6.8716, -6.2584, -3.0848], [-0.8297, 4.7961, 0.3485], [3.1702, -7.1869, -4.9482], [-7.3434, -1.0039, 1.3199], [-6.6240, 2.5383, 5.4360], [0.3814, 3.6444, 4.6657], [0.4962, 2.6202, 1.0199], [5.3502, 5.1789, -2.2708], [-0.3084, 2.8014, 2.9325], [0.1575, 3.3689, 2.1352], [-0.3769, 5.5000, 2.2659], [1.8187, -4.0319, -5.5270], [1.3718, 7.7063, -2.0797], [-6.3820, 0.9889, 3.2147], [-3.0666, 0.0309, 0.7328], [2.3288, 5.9514, -1.6287], [1.3556, -2.7920, -3.4332], [-3.4757, -0.7508, 4.7453], [2.2668, 1.8739, 4.6499], [2.6340, -4.7442, -5.4092], [4.7018, 5.9344, -1.8402], [-8.9292, -0.4217, 3.3602], [6.9527, -7.5934, -5.9586], [-0.8300, 6.0242, -1.7441], [2.3263, 2.8813, 5.0345], [-0.0880, 1.3154, 0.9483], [2.0462, 2.8290, 6.0843], [-5.2035, -1.0946, 4.9295], [-6.5377, -0.5311, 1.8908], [-1.0689, -4.9465, 0.9865], [-7.3891, 3.3184, 5.3959], [0.7415, 0.9331, 2.9168], [2.5985, -5.0632, -4.3633], [5.2065, -4.6913, -5.5773], [4.6119, -5.6423, -3.7708], [3.3161, 5.0430, -3.2164], [2.9928, -7.0348, -6.0158], [-5.9251, 0.0169, 1.1695], [1.6236, 5.0082, 2.5013], [0.2776, 0.8247, -0.4586], [-5.9446, 2.7593, 6.2580], [3.9242, -4.0107, -5.7651], [-2.9181, 0.9790, -0.5383], [-1.6766, 5.2866, 0.0931], [3.3112, 6.8358, -3.1960], [-0.2617, 7.3177, -0.6523], [3.9509, -3.0700, -5.2045], [2.9175, 3.0469, 2.2015], [-0.7464, -0.7189, -2.4111], [-0.4532, -1.2243, -0.1664]],
  "forces_ev_per_angstrom": [[-0.141, -0.074, 0.057], [0.548, 0.273, 0.014], [0.417, 0.410, -0.094], [0.162, 0.122, -0.137], [-0.070, -0.321, -0.142], [-0.346, -0.242, 0.182], [-0.574, -0.307, 0.717], [-0.837, -0.359, -0.330], [0.140, -0.331, 0.245], [-0.050, 0.092, 0.036], [0.013, -0.039, 0.002], [-0.033, -0.015, 0.302], [0.325, 0.131, -0.324], [0.017, 0.217, -0.135], [-0.363, -0.516, 0.322], [0.112, 0.047, -0.053], [-0.263, 0.063, -0.091], [-0.196, 0.156, -0.179], [-0.101, 0.455, -1.033], [1.513, 2.089, 1.357], [-0.113, 0.019, 0.368], [-0.130, 0.005, 0.136], [-0.930, -2.120, -1.348], [-0.313, -0.175, 0.305], [0.116, 0.041, -0.063], [-0.485, -0.247, 0.288], [-0.024, 0.031, -0.010], [0.158, -0.071, -0.275], [0.101, -0.078, 0.139], [0.769, 0.441, 0.807], [0.224, 0.281, 0.320], [0.157, -0.092, 0.162], [-0.098, 0.204, 0.175], [1.077, 0.071, 0.609], [-0.019, -0.004, 0.047], [0.500, 0.070, -0.090], [0.165, -0.200, 0.008], [-0.030, 0.011, 0.015], [0.246, 0.168, -0.033], [-0.055, 0.112, -0.047], [-0.031, -0.131, -0.293], [0.154, 0.064, -0.191], [-0.086, 0.208, 0.147], [0.056, -0.206, -0.219], [-0.285, -0.076, -0.061], [0.388, -0.267, -0.240], [-0.180, -0.303, 0.145], [-0.030, 0.133, 0.108], [0.006, 0.034, -0.031], [-0.021, 0.093, 0.129], [0.004, 0.016, -0.009], [0.296, 0.252, 0.084], [0.243, 0.041, -0.130], [0.132, 0.141, 0.030], [-0.051, 0.041, 0.009], [-0.360, 0.013, -0.115], [0.262, 0.225, 0.125], [-0.047, -0.007, -0.131], [0.263, 0.349, -0.082], [-0.564, -1.875, 0.470], [0.122, -0.047, 0.080], [0.056, -0.146, 0.065], [-0.035, 0.052, 0.014], [-0.507, 0.064, 0.017], [0.037, 0.015, -0.007], [-0.468, -0.763, -0.373], [0.085, 0.034, 0.012], [-0.008, -0.054, 0.043], [0.062, -0.135, 0.087], [-0.329, 0.082, -0.251], [-0.377, -0.422, 0.202], [0.343, 0.056, -0.041], [-0.259, -0.332, -0.079], [1.774, 1.709, 0.005], [0.166, 0.072, 0.131], [-0.013, 0.000, 0.021], [0.157, 0.167, -0.052], [-0.002, 0.030, 0.038], [0.101, -0.199, 0.078], [-0.078, -0.129, -0.065], [-0.057, -0.191, -0.119], [0.006, -0.073, -0.043], [0.157, -0.180, -0.283], [-0.172, 0.076, -0.134], [-0.456, -0.418, -0.481], [0.005, -0.030, -0.011], [-0.135, -0.077, 0.075], [-0.307, -0.207, 0.088], [-0.392, 0.409, 0.452], [-0.842, 0.012, -0.977], [-0.129, 0.021, 0.187], [-0.071, 0.049, -0.015], [-0.008, 0.214, -0.010], [-0.521, -0.524, -0.309], [0.003, 0.018, -0.044], [0.055, 0.372, 0.113], [0.098, -0.088, -0.005], [-0.093, -0.025, 0.107], [0.034, 0.034, 0.165], [-0.410, -0.131, -0.251], [-0.134, 0.042, -0.205], [-0.010, -0.047, -0.049], [0.183, 0.174, -0.352], [0.856, -0.051, 0.759], [-0.019, -0.042, 0.022], [0.144, -0.038, -0.154], [0.153, 0.160, -0.189], [0.179, 0.551, 0.108], [-0.124, -0.033, -0.363], [-0.372, 0.164, -0.034], [-0.023, -0.030, 0.066], [-0.001, 0.537, -0.035], [-0.092, 0.300, -0.386], [-0.072, -0.068, 0.406]],
  "smiles": "C#CCCC[C@](CN)(CCCCO)O[C@H](CNOCCOCC)[C@H](Cl)CC.COCCNCCOC.COCCNCCOC",
  "homo_ev": -8.316,
  "gap_ev": 8.623
}

{
  "formula": "CH4O3",
  "method": "ωB97M-V/def2-TZVPD",
  "elements": ["H", "O", "H", "O", "C", "H", "H", "O"],
  "coordinates": [[1.0910, -2.8984, -0.5329], [-0.4605, -2.5753, 0.9192], [0.4274, 3.1174, 0.2975], [0.3365, -0.9612, -0.4112], [0.3079, -2.2203, 0.0700], [-0.4856, -0.5852, -0.0302], [-0.9731, 3.3984, -0.0773], [-0.2436, 2.7246, -0.2352]],
  "forces_ev_per_angstrom": [[-1.515, 1.352, 1.513], [0.477, -0.232, -0.337], [1.218, 0.156, 0.592], [-0.600, -0.525, 0.255], [1.107, -0.967, -1.289], [0.555, 0.422, -0.151], [1.031, -1.439, -0.558], [-2.273, 1.232, -0.025]],
  "smiles": "O=CO.O",
  "homo_ev": -10.905,
  "gap_ev": 11.545,
  "relative_energy_ev": 0.567
}

{
  "formula": "C3H13O3S",
  "method": "ωB97M-V/def2-TZVPD",
  "elements": ["O", "H", "O", "H", "H", "O", "H", "H", "H", "H", "H", "H", "H", "C", "S", "C", "H", "H", "H", "C"],
  "coordinates": [[-3.2821, 2.7039, -0.9327], [-2.4873, 2.2933, -1.3184], [1.1667, -3.0495, -2.0570], [-2.8529, 3.0651, -0.1224], [1.0943, -3.2189, -3.0586], [-1.0106, 1.1561, -3.1654], [1.0035, 1.2350, 1.6474], [-0.3043, 1.6207, -2.7434], [1.0083, -1.6980, 0.7260], [-0.0300, 0.3769, 3.5797], [-0.7887, -0.4580, 2.0080], [-1.1710, 0.5140, -2.4200], [0.0457, -1.3906, 2.9847], [1.2102, 0.2035, 1.8820], [0.0448, 0.0057, -0.7632], [-0.0646, -0.3583, 2.7126], [2.0986, 0.1458, 2.6000], [0.8389, -2.0709, -1.9439], [2.2034, -0.4326, -0.1036], [1.2767, -0.6434, 0.4880]],
  "forces_ev_per_angstrom": [[1.285, 0.413, 0.955], [-0.442, -0.215, -0.390], [-0.752, 1.578, -2.172], [-0.801, -0.283, -0.633], [0.109, 0.565, 2.412], [-1.351, -0.829, 0.451], [0.055, 0.376, -0.129], [1.064, 0.622, 0.235], [0.799, 0.606, -0.378], [-1.361, -1.247, -0.865], [-3.012, 0.998, -1.597], [-0.036, 0.340, -1.211], [0.787, -0.488, 0.839], [-0.627, -2.645, 0.041], [0.440, -0.463, 0.954], [4.511, 1.941, 1.082], [-0.720, -0.087, -1.290], [0.530, -1.949, -0.087], [-0.347, -0.926, 1.148], [-0.131, 1.692, 0.635]],
  "charge": -1,
  "homo_ev": -3.381,
  "gap_ev": 7.082,
  "relative_energy_ev": 1.789
}

| no. | F_max (eV/A) |
| --- | --- |
| 1 | 3.11 |
| 2 | 2.91 |
| 3 | 2.59 |
| 4 | 5.03 |